[1]
93
Properties=species:S:1:pos:R:3:forces:R:3:lowdin_spin:R:1 method="wB97M-V/def2-TZVPD" orbital_gap_ev="6.550 / 2.977" energy_ev=-174486.7954 multiplicity=5 largest_force_ev_per_a=2.96 charge=+3 s2=6.070 e_above_lowest_kcal_mol=0.0
Co 0.95765 -1.43132 -0.14703 -2.287 1.137 -0.971 1.7009
P -0.60455 -2.97630 0.21781 -1.319 -2.180 0.715 -0.0054
P 2.28167 -1.55524 1.52378 1.646 -0.444 2.100 0.0375
P 1.90845 -2.57866 -1.69933 1.470 -1.760 -1.872 0.0591
H -2.63333 3.66254 -7.79490 -0.019 -0.211 -0.139 0.0000
C -2.59149 2.72187 -8.34620 -0.392 -0.258 -0.036 0.0000
C -3.67543 1.95583 -8.50265 0.341 0.234 0.034 0.0000
H -4.64455 2.23988 -8.08827 0.299 -0.059 -0.077 0.0000
C -2.11000 -2.80164 1.23280 -0.142 0.689 0.033 0.0124
C 0.07031 -4.37792 1.23528 0.511 0.153 -0.157 -0.0114
C -1.37849 -3.89738 -1.17429 0.222 0.252 -0.096 0.0008
C 3.59049 -0.28359 1.47726 -0.019 0.184 -0.127 0.0217
C 1.60185 -1.35832 3.20042 -0.102 -0.035 0.227 0.0108
C 3.28806 -3.06340 1.70397 -0.030 -0.073 0.074 -0.0025
C 1.19337 -2.55648 -3.38881 -0.075 0.038 0.052 0.0088
C 2.21092 -4.37720 -1.46058 0.082 -0.033 -0.029 0.0124
C 3.61831 -2.01471 -2.03871 0.060 0.022 0.010 0.0287
H -1.63810 2.46287 -8.80900 -0.227 0.025 0.088 0.0000
H -3.64884 1.03443 -9.08729 0.034 0.268 0.162 0.0000
H -2.77709 -2.03235 0.83375 0.038 -0.175 0.123 0.0000
H -1.85532 -2.54367 2.26626 -0.078 -0.006 -0.246 0.0000
H -2.62913 -3.77228 1.23115 0.275 0.317 -0.106 0.0016
H 0.31961 -4.01501 2.24512 -0.044 -0.150 -0.383 0.0001
H 0.94340 -4.85321 0.77174 -0.288 0.151 0.248 -0.0002
H -0.73308 -5.12659 1.32517 0.237 0.323 -0.101 -0.0014
H -2.05610 -3.21554 -1.70581 0.163 -0.191 0.024 0.0003
H -1.97515 -4.70765 -0.73335 0.237 0.200 -0.167 0.0003
H -0.65332 -4.32140 -1.87760 -0.267 0.144 0.154 -0.0001
H 4.21199 -0.40100 2.37433 -0.080 -0.008 -0.204 0.0026
H 3.15845 0.72286 1.48324 0.133 -0.271 -0.017 0.0000
H 4.21253 -0.39983 0.58108 -0.113 0.040 0.243 0.0006
H 2.38997 -1.61285 3.92420 -0.265 0.089 -0.116 0.0016
H 0.73605 -2.01601 3.36166 0.263 0.145 -0.026 -0.0001
H 1.29852 -0.31651 3.36739 0.115 -0.338 -0.024 -0.0001
H 3.94118 -2.90477 2.57257 -0.081 -0.154 -0.227 -0.0007
H 3.90685 -3.22973 0.81421 -0.123 0.013 0.242 0.0000
H 2.65130 -3.93643 1.88777 0.278 0.188 -0.042 -0.0001
H 1.70407 -3.30507 -4.01096 -0.101 0.219 0.167 0.0023
H 1.32573 -1.56690 -3.84308 -0.060 -0.203 0.118 -0.0002
H 0.12261 -2.79014 -3.36823 0.217 0.071 -0.041 0.0002
H 2.86713 -4.72666 -2.26796 -0.181 0.042 0.155 0.0030
H 1.28433 -4.95974 -1.49807 0.240 0.096 0.030 0.0001
H 2.71740 -4.56698 -0.50737 -0.128 0.011 -0.240 0.0002
H 4.13313 -2.78851 -2.62518 -0.082 0.292 0.107 0.0035
H 4.17962 -1.83981 -1.11222 -0.096 -0.067 -0.263 0.0007
H 3.58784 -1.08324 -2.61741 0.089 -0.178 0.130 0.0081
C 0.84969 1.10718 -2.99691 0.045 -0.088 0.357 0.0607
C -0.43903 0.74475 -3.40369 -0.136 -0.053 -0.169 0.0396
C -0.92212 1.17973 -4.63979 0.067 -0.099 0.334 -0.0001
C -0.13631 1.99574 -5.45640 0.263 0.021 0.151 0.0638
C 1.15406 2.35998 -5.05309 0.048 -0.219 0.299 -0.0034
C 1.65790 1.91012 -3.83002 0.011 0.092 0.324 0.0481
Se 1.51342 0.60619 -1.22778 -0.039 0.900 -1.472 0.6292
H -0.37858 -1.61895 -0.88766 0.032 0.137 0.126 -0.0184
H -1.05497 0.13581 -2.74245 0.054 0.085 -0.230 0.0004
H -1.91983 0.89106 -4.96233 0.174 0.079 0.058 -0.0008
H -0.52674 2.35414 -6.40740 0.034 -0.125 0.208 0.0032
H 1.76960 3.00083 -5.68565 -0.161 -0.237 0.180 -0.0010
H 2.66345 2.18135 -3.50109 -0.305 0.006 -0.175 0.0021
C -2.15038 5.63833 2.41524 0.004 0.391 0.073 0.2738
C -1.26697 5.41368 1.35485 0.910 -1.021 -1.310 0.0451
C -1.01455 4.10853 0.91088 0.349 2.773 -0.007 0.1137
C -1.59270 3.03528 1.58914 1.187 -2.110 -0.740 0.3247
C -2.45404 3.24555 2.65680 -1.266 1.300 1.696 0.0797
C -2.74178 4.55004 3.07282 -0.232 -1.993 -0.009 0.0811
Sb -0.56481 1.02415 1.23938 -1.321 1.586 1.246 0.1514
C 0.94430 2.01846 2.55415 -1.135 -0.205 -0.035 0.0614
C 1.96537 2.76255 1.96491 0.226 0.180 0.012 0.0180
C 2.84057 3.50042 2.76982 -0.423 -0.307 0.205 0.0035
C 2.66080 3.50745 4.15940 -0.013 -0.125 -0.260 0.0242
C 1.59914 2.80783 4.73633 -0.207 -0.195 -0.059 0.0021
C 0.71773 2.07679 3.93391 0.195 0.231 0.149 0.0186
C -2.21220 0.17471 2.42358 0.532 -0.052 0.215 0.0462
C -2.04596 -0.40697 3.68315 -0.274 -0.057 0.035 0.0055
C -3.16527 -0.90112 4.37286 0.002 0.084 -0.120 0.0045
C -4.44257 -0.80313 3.80357 0.246 0.008 -0.037 0.0002
C -4.60770 -0.21631 2.54166 0.292 0.041 0.122 0.0022
C -3.49026 0.27403 1.85453 0.084 -0.073 0.128 0.0055
H -2.38054 6.65027 2.73846 0.084 -0.104 -0.071 0.0103
H -0.76560 6.25263 0.87843 -0.186 -0.123 0.030 -0.0010
H -0.33093 3.94424 0.07829 -0.176 0.089 0.175 0.0018
H -2.89810 2.41255 3.20467 0.166 0.262 -0.230 0.0009
H -3.41842 4.70193 3.90560 0.063 0.081 -0.058 0.0009
H 2.09815 2.76888 0.88213 0.018 -0.010 0.196 0.0034
H 3.65153 4.05807 2.31661 -0.050 -0.023 0.043 -0.0001
H 3.35219 4.05755 4.79097 -0.130 -0.029 -0.096 0.0011
H 1.43925 2.82300 5.81511 0.111 0.069 -0.286 0.0000
H -0.13892 1.57299 4.39113 0.328 0.131 -0.132 0.0002
H -1.05597 -0.48172 4.14002 -0.331 -0.025 -0.095 0.0005
H -3.03148 -1.35998 5.35908 -0.107 0.221 -0.410 0.0005
H -5.31073 -1.17918 4.34890 0.289 0.114 -0.190 0.0000
H -5.60266 -0.12747 2.09855 0.347 -0.039 0.156 0.0003
H -3.62581 0.75186 0.88270 -0.023 -0.118 0.143 0.0005

[2]
93
Properties=species:S:1:pos:R:3:forces:R:3:lowdin_spin:R:1 method="wB97M-V/def2-TZVPD" orbital_gap_ev="4.070 / 5.985" energy_ev=-168034.8164 multiplicity=4 largest_force_ev_per_a=3.23 charge=+3 s2=4.009 e_above_lowest_kcal_mol=22.9
Cr -0.04193 0.16080 -0.19136 0.617 1.472 1.653 3.2290
P 0.29600 2.41033 0.97170 -0.037 1.120 0.948 -0.0643
P -2.21252 0.91358 -0.61580 -2.255 0.218 -0.050 -0.0025
P 2.17540 0.21027 -1.00249 2.330 -0.254 -0.280 -0.0005
H -1.47507 -1.56344 -3.58948 0.779 0.007 -0.036 0.0011
C -0.66382 -2.04252 -3.03144 0.616 0.353 0.936 0.0079
C -0.16652 -1.55114 -1.86467 -0.429 -0.481 -1.889 0.0174
H -0.30975 -0.37864 -1.78711 -0.322 -2.376 -1.072 0.0033
C 0.45553 3.91791 -0.05873 -0.014 -0.253 -0.616 -0.0166
C -0.98263 2.97766 2.17583 -0.285 -0.422 -0.107 -0.0039
C 1.77949 2.58138 2.02716 0.281 -0.420 -0.052 -0.0036
C -2.88846 -0.00539 -2.03479 -0.117 0.101 -0.214 -0.0007
C -3.36067 0.47122 0.72230 -0.130 -0.020 0.107 0.0161
C -2.65499 2.63347 -1.00707 0.165 0.317 -0.141 -0.0076
C 2.52279 -0.98240 -2.33980 0.036 -0.197 -0.210 0.0002
C 3.44548 -0.23078 0.22726 0.112 0.039 0.015 0.0161
C 2.73121 1.77963 -1.75707 -0.094 0.186 -0.108 -0.0097
H -0.20266 -2.93510 -3.48987 -0.738 0.090 0.664 0.0004
H 0.50747 -2.21790 -1.26551 -0.397 1.354 -0.391 0.0085
H 0.65408 4.79258 0.57502 -0.074 -0.346 0.043 -0.0038
H -0.46125 4.09528 -0.62859 0.219 0.001 0.091 0.0000
H 1.27952 3.80689 -0.76850 -0.172 0.114 0.101 -0.0001
H -0.55591 3.77957 2.79361 -0.003 -0.199 -0.264 -0.0018
H -1.26925 2.15185 2.83475 -0.039 0.226 -0.079 -0.0004
H -1.87488 3.36950 1.67284 0.271 -0.146 0.179 0.0001
H 1.75744 3.54920 2.54483 -0.094 -0.178 -0.252 -0.0016
H 2.69372 2.52246 1.43009 -0.091 0.042 0.103 -0.0001
H 1.80437 1.79841 2.78877 0.058 0.084 -0.155 -0.0001
H -3.93360 0.28639 -2.19114 0.178 -0.045 0.020 -0.0006
H -2.83376 -1.08390 -1.85830 -0.163 0.276 0.006 0.0000
H -2.31576 0.23590 -2.94041 -0.235 0.060 0.173 0.0000
H -4.35218 0.87374 0.48057 0.175 -0.043 0.048 0.0024
H -3.02824 0.86889 1.68704 -0.115 -0.035 -0.232 0.0002
H -3.43187 -0.61990 0.78487 0.001 0.215 0.068 0.0000
H -3.73500 2.65743 -1.21857 0.312 -0.047 0.063 -0.0018
H -2.10041 2.96653 -1.89765 -0.248 -0.119 0.323 0.0000
H -2.44702 3.31341 -0.17163 -0.156 -0.256 -0.325 0.0000
H 3.56357 -0.85958 -2.65358 -0.076 0.024 0.107 -0.0011
H 1.87001 -0.79971 -3.20123 0.251 0.032 0.135 -0.0001
H 2.36857 -2.01905 -2.00605 0.272 0.409 -0.115 0.0001
H 4.44039 -0.25191 -0.24660 -0.357 0.071 0.138 0.0021
H 3.20907 -1.22911 0.61012 0.128 0.126 0.002 0.0002
H 3.44908 0.47452 1.06599 0.046 -0.206 -0.180 0.0000
H 3.64242 1.59260 -2.34850 -0.305 -0.010 0.258 -0.0021
H 2.95659 2.54411 -1.00101 -0.061 -0.281 -0.200 0.0000
H 1.94716 2.14896 -2.43341 0.221 -0.034 0.127 0.0001
C 0.13266 2.06142 -5.35793 -0.157 -0.542 -0.409 -0.0003
C 0.03381 0.67160 -5.15226 0.134 0.791 0.049 0.0002
C 0.58950 -0.19349 -6.09466 -0.237 -0.385 0.047 0.0001
C 1.21728 0.31776 -7.22827 0.055 -0.123 -0.373 0.0000
C 1.24927 1.69589 -7.45169 0.110 -0.065 -0.593 0.0000
C 0.67664 2.57163 -6.54303 -0.247 0.081 0.633 -0.0001
Se -0.50934 3.32388 -4.04190 0.436 -0.329 -0.091 -0.0043
H 0.87791 3.70539 -3.71796 -0.251 0.198 0.102 -0.0001
H -0.50924 0.31878 -4.26641 0.386 0.044 -0.382 0.0003
H 0.49135 -1.28480 -5.98391 0.078 0.582 0.006 0.0000
H 1.62373 -0.36989 -7.98843 -0.186 0.451 0.538 0.0000
H 1.68294 2.09697 -8.37829 -0.192 -0.270 0.481 0.0000
H 0.60920 3.64722 -6.72946 0.258 -0.409 -0.017 0.0000
C -2.05437 1.04565 5.69315 -0.136 -0.075 -0.056 -0.0141
C -0.68170 1.15523 5.50992 0.272 -0.025 -0.197 -0.0002
C -0.05977 0.53960 4.42160 -0.166 0.098 -0.018 -0.0085
C -0.79039 -0.24767 3.50597 0.141 0.882 0.005 -0.0124
C -2.17191 -0.37695 3.74129 -0.218 -0.061 -0.169 -0.0113
C -2.79768 0.26800 4.80941 0.258 -0.011 -0.189 0.0004
P -0.05641 -0.96936 1.95661 -0.698 -1.929 2.500 -0.0776
C 1.44438 -1.88535 2.51607 0.796 0.356 -0.262 -0.0151
C 1.69562 -3.16454 1.98861 -0.208 -0.144 -0.183 -0.0123
C 2.82738 -3.89175 2.35614 0.056 0.136 -0.106 0.0002
C 3.76210 -3.34739 3.23888 -0.202 0.015 -0.041 -0.0175
C 3.54293 -2.07463 3.76447 -0.211 0.182 -0.195 0.0000
C 2.41238 -1.34128 3.38544 0.203 -0.165 -0.095 -0.0111
C -1.21431 -2.38446 1.73964 -0.395 0.026 -0.340 -0.0098
C -1.53049 -3.26891 2.78974 0.002 -0.057 -0.211 -0.0028
C -2.40598 -4.33566 2.55653 0.194 0.128 0.446 -0.0007
C -2.91190 -4.57786 1.28276 -0.125 -0.185 -0.382 0.0016
C -2.56606 -3.73216 0.23375 -0.322 -0.020 -0.086 0.0015
C -1.80640 -2.60797 0.49922 0.403 0.570 -0.523 0.0092
H -2.54708 1.56338 6.51418 0.136 -0.142 -0.148 -0.0006
H -0.08658 1.75155 6.20179 -0.120 -0.194 -0.186 0.0002
H 1.00150 0.71377 4.30254 -0.247 -0.063 0.070 -0.0004
H -2.78839 -1.00011 3.09411 0.208 0.217 0.163 -0.0003
H -3.87243 0.17664 4.93248 0.151 -0.088 0.027 0.0002
H 0.98332 -3.62193 1.29897 0.174 0.087 0.207 -0.0006
H 2.99302 -4.88216 1.93084 -0.102 0.263 0.145 0.0002
H 4.65769 -3.90823 3.50659 -0.270 0.136 -0.035 -0.0008
H 4.26935 -1.63673 4.45206 -0.279 -0.103 -0.213 0.0002
H 2.32381 -0.33480 3.77021 0.022 -0.196 -0.015 -0.0005
H -1.12583 -3.10655 3.78633 -0.008 -0.103 -0.168 0.0002
H -2.69007 -4.99489 3.38548 0.182 0.328 -0.350 -0.0003
H -3.59528 -5.41153 1.09216 0.382 0.233 0.177 0.0001
H -2.88953 -3.91356 -0.79324 -0.177 -0.008 0.389 0.0002
H -1.68780 -1.87377 -0.32190 0.054 -0.681 0.709 0.0048

Q: Look up the multiplicity of the first one.
A: 5

Q: Which of these has the lowest multiplicity?
A: C35H52CrP4Se

Q: Which of these has the lowest multiplicity?
A: C35H52CrP4Se